<1>
Molecular formula: C4H12NO2
Method: DFT, the ωB97M-V functional and the def2-TZVPD basis

Each line ends with the natural charge from an NBO analysis.
CARTESIAN COORDINATES (ANGSTROEM)
1 N -0.48236 0.05167 -1.59023  -0.7210
2 C 0.20187 -0.30987 -0.17345  -0.0489
3 C 1.50137 -1.16437 -0.45844  -0.0892
4 O 1.16413 -2.31395 -1.15812  -0.7235
5 C 0.18114 0.90012 0.69794  -0.4701
6 C -1.04904 1.13353 1.63367  -0.0482
7 O -2.18255 0.73955 0.95339  -0.7446
8 H 0.24459 -0.44328 -2.22277  0.4499
9 H -1.34242 -0.47071 -1.75466  0.4590
10 H -0.47545 1.05229 -1.85478  0.4503
11 H -0.54212 -0.94199 0.46344  0.2582
12 H 2.15074 -0.40234 -0.92635  0.1725
13 H 1.94536 -1.46606 0.56688  0.2131
14 H 1.99044 -2.87509 -1.31555  0.5125
15 H 0.52041 1.87881 0.16178  0.2100
16 H 1.00480 0.82059 1.36333  0.2497
17 H -1.00410 2.11248 2.04821  0.2039
18 H -0.89055 0.38158 2.50719  0.1651
19 H -2.93624 1.31703 1.05851  0.5012

Output
HOMO energy: -14.1 eV
lowest unoccupied orbital energy: -3.21 eV
HOMO-LUMO gap: 0.401 Ha
SMILES: [NH3+][C@@H](CO)CCO
charge: +1

---

<2>
Molecular formula: C4H12NO2
Method: DFT, the ωB97M-V functional and the def2-TZVPD basis

Each line ends with the natural charge from an NBO analysis.
CARTESIAN COORDINATES (ANGSTROEM)
1 O 1.76519 1.48536 1.67486  -0.4810
2 C 2.17097 0.39417 1.40479  0.4296
3 C 1.54940 -0.50197 0.33823  -0.3528
4 N 0.29847 0.14668 -0.13953  -0.5097
5 C -0.96262 -0.35132 0.42368  -0.2367
6 C -1.44718 -1.62925 -0.24664  -0.6372
7 H 3.16864 0.03454 1.70924  0.1553
8 H 2.24314 -0.73855 -0.47611  0.2651
9 H 1.34970 -1.48050 0.78878  0.2552
10 H 0.23882 0.15269 -1.15831  0.4531
11 H 0.37872 1.15657 0.04647  0.4726
12 H -1.69959 0.44925 0.30256  0.2466
13 H -0.90493 -0.45759 1.51024  0.2301
14 H -0.56822 -2.24301 -0.45323  0.2109
15 H -2.02431 -1.38246 -1.13597  0.2326
16 H -2.13516 -2.21292 0.35778  0.2578
17 H -1.04532 2.96943 -1.19090  0.4942
18 H -1.44113 2.15057 -2.28658  0.4964
19 O -0.93458 2.05830 -1.46938  -0.9824

Output
HOMO energy: -14.8 eV
lowest unoccupied orbital energy: -3.22 eV
HOMO-LUMO gap: 0.427 Ha
charge: +1

---

<3>
Molecular formula: C4H12NO2
Method: DFT, the ωB97M-V functional and the def2-TZVPD basis

Each line ends with the natural charge from an NBO analysis.
CARTESIAN COORDINATES (ANGSTROEM)
1 O 0.96685 2.07582 0.44330  -0.5030
2 C 0.65010 1.70991 -0.64939  0.4376
3 C -0.17420 0.42340 -0.80450  -0.1294
4 C 0.65979 -0.82239 -0.75742  -0.4469
5 C -0.04627 -2.07065 -1.29879  -0.6251
6 N -1.12349 0.41754 0.40628  -0.6978
7 H 0.92249 2.21714 -1.59210  0.1613
8 H -0.85992 0.57459 -1.62984  0.2298
9 H 1.52698 -0.66456 -1.41101  0.2489
10 H 1.11651 -0.97931 0.21351  0.2449
11 H -0.61758 -2.60582 -0.54044  0.2133
12 H 0.67252 -2.79772 -1.67332  0.2514
13 H -0.69012 -1.84009 -2.14516  0.2200
14 H -1.51252 -0.52264 0.45679  0.4379
15 H -0.60704 0.60157 1.28921  0.4845
16 H -1.85399 1.11604 0.30489  0.4367
17 H 0.67438 1.59507 2.65706  0.5062
18 H 0.21410 0.71472 3.83947  0.5118
19 O 0.08140 0.85739 2.89145  -0.9823

Output
HOMO energy: -14.8 eV
lowest unoccupied orbital energy: -3.61 eV
HOMO-LUMO gap: 0.412 Ha
charge: +1

---

<4>
Molecular formula: C4H12NO2
Method: DFT, the ωB97M-V functional and the def2-TZVPD basis

Each line ends with the natural charge from an NBO analysis.
CARTESIAN COORDINATES (ANGSTROEM)
1 N 0.37257 1.73000 -0.83791  -0.6890
2 C 0.02493 0.30537 -0.32396  -0.0356
3 C -1.13841 0.48602 0.61975  -0.0949
4 O -1.97789 1.49029 0.08881  -0.7585
5 C 1.29236 -0.23218 0.33959  -0.4519
6 C 1.22094 -1.75217 0.53764  -0.0661
7 O 0.36793 -2.28746 -0.50449  -0.7361
8 H 0.98641 2.22604 -0.19579  0.4355
9 H -0.50790 2.25979 -0.90468  0.4679
10 H 0.72568 1.63541 -1.77149  0.4395
11 H -0.20766 -0.21858 -1.23836  0.2508
12 H -0.77536 0.80842 1.60206  0.1812
13 H -1.65878 -0.45861 0.78027  0.2200
14 H -2.92478 1.35063 0.19837  0.5176
15 H 2.08442 -0.05981 -0.37075  0.2195
16 H 1.54062 0.31148 1.25038  0.2295
17 H 2.20507 -2.20567 0.43732  0.1999
18 H 0.80321 -2.02928 1.50517  0.1820
19 H -0.07583 -3.04177 -0.10093  0.4887

Output
HOMO energy: -14.3 eV
lowest unoccupied orbital energy: -3.22 eV
HOMO-LUMO gap: 0.409 Ha
SMILES: [NH3+][C@H](CO)CCO
charge: +1

---

Least stable = <1>

---

<1>
Molecular formula: C3H5NSi
Method: DFT, the ωB97M-V functional and the def2-TZVPD basis

Each line ends with the natural charge from an NBO analysis.
CARTESIAN COORDINATES (ANGSTROEM)
1 C 0.08441 -1.51794 -2.10218  -0.0634
2 C -0.81305 0.15424 1.68822  -0.2663
3 C 0.35932 0.29721 1.09567  -0.7516
4 N -0.09441 -2.39591 -2.78831  -0.4690
5 Si 0.47387 0.51750 -0.70861  1.1845
6 H -1.11472 0.05915 2.78825  0.2237
7 H -1.81421 0.41320 1.10449  0.1994
8 H 1.33060 0.36462 1.67214  0.2609
9 H -0.27215 1.20784 -1.69151  -0.1489
10 H 1.86034 0.90010 -1.05816  -0.1693

Output
HOMO energy: -10.9 eV
lowest unoccupied orbital energy: -0.80 eV
HOMO-LUMO gap: 0.372 Ha
charge: 0

---

<2>
Molecular formula: C3H5NSi
Method: DFT, the ωB97M-V functional and the def2-TZVPD basis

Each line ends with the natural charge from an NBO analysis.
CARTESIAN COORDINATES (ANGSTROEM)
1 C -2.05522 -0.60669 0.49733  -0.1681
2 C 1.89647 -0.26977 -0.07831  -0.3179
3 C 0.69917 -0.21932 -0.68990  -0.6095
4 N -2.69455 -1.52643 0.81013  -0.2759
5 Si -0.86808 0.68486 0.03391  0.9627
6 H 2.57812 -0.88013 -0.65112  0.1903
7 H 2.35404 0.03329 0.82180  0.2121
8 H 0.72631 -0.69671 -1.69889  0.2452
9 H -0.95243 1.71406 1.51932  -0.1171
10 H -1.68382 1.76686 -0.56426  -0.1219

Output
HOMO energy: -10.7 eV
lowest unoccupied orbital energy: 0.42 eV
HOMO-LUMO gap: 0.409 Ha
charge: 0

---

Least stable = <1>

---

<1>
Molecular formula: C7H16O
Method: DFT, the ωB97M-V functional and the def2-TZVPD basis

Each line ends with the natural charge from an NBO analysis.
CARTESIAN COORDINATES (ANGSTROEM)
1 C 0.31958 2.38939 -0.98270  -0.6410
2 C 0.90545 1.09990 -1.59703  -0.3742
3 C 1.22655 -0.01565 -0.56590  -0.4796
4 C 0.02546 -0.64038 0.12597  0.3069
5 C -0.88516 -1.43081 -0.61038  -0.5571
6 C -0.14757 -0.42661 1.59782  -0.5053
7 C 0.27262 -1.73902 2.27824  -0.5869
8 H 0.75751 2.56664 0.00135  0.1905
9 H -0.73960 2.17934 -0.82280  0.2708
10 H 0.50443 3.23315 -1.64223  0.2084
11 H 0.26586 0.69514 -2.38243  0.2045
12 H 1.83476 1.40876 -2.08228  0.2053
13 H 1.79758 -0.74469 -1.14321  0.2299
14 H 1.86795 0.32896 0.24531  0.2143
15 H -0.42546 -1.79899 -1.52132  0.2251
16 H -1.16167 -2.28890 -0.00513  0.2388
17 H -1.22776 -0.31275 1.73720  0.2679
18 H 0.29278 0.52383 1.88161  0.2296
19 H 0.10113 -1.78021 3.35161  0.2270
20 H -0.22003 -2.59790 1.82907  0.2065
21 H 1.34096 -1.90398 2.11127  0.2025
22 H -1.28545 -0.18049 -0.52051  0.4286
23 H -3.03448 0.67638 -0.99364  0.4426
24 O -2.38546 0.75889 -0.28987  -1.1548

Output
HOMO energy: -8.3 eV
lowest unoccupied orbital energy: -0.11 eV
HOMO-LUMO gap: 0.300 Ha
charge: 0

---

<2>
Molecular formula: C7H16O
Method: DFT, the ωB97M-V functional and the def2-TZVPD basis

Each line ends with the natural charge from an NBO analysis.
CARTESIAN COORDINATES (ANGSTROEM)
1 C -0.29566 -0.21218 -2.37772  -0.4109
2 C -1.43495 0.46563 -2.41683  -0.1608
3 C -2.17362 1.01287 -1.20372  -0.4488
4 C -2.18676 0.09183 0.01386  -0.3849
5 C -0.97076 0.25917 0.95228  -0.3912
6 C -0.89824 -0.76102 2.07655  -0.4006
7 C 0.56474 -1.07861 2.44161  -0.6066
8 H 0.27112 -0.34590 -1.46002  0.1842
9 H 0.11239 -0.69062 -3.26054  0.1976
10 H -1.86454 0.68331 -3.38892  0.1954
11 H -3.22635 1.01840 -1.51223  0.2098
12 H -1.85622 2.02764 -0.99535  0.2183
13 H -2.22639 -0.95866 -0.29744  0.2029
14 H -3.12714 0.29918 0.53896  0.1984
15 H -0.10439 0.17432 0.30840  0.1885
16 H -0.94886 1.28473 1.32344  0.1982
17 H -1.55803 -0.48250 2.90300  0.2023
18 H -1.29835 -1.71253 1.70466  0.1921
19 H 0.74601 -1.47566 3.43478  0.2125
20 H 0.92986 -1.77420 1.70480  0.2016
21 H 1.22899 -0.22630 2.22075  0.2021
22 O 6.71190 0.86778 -0.49328  -0.9276
23 H 7.06478 1.45378 -1.17920  0.4638
24 H 6.54047 0.07953 -1.03784  0.4639

Output
HOMO energy: -9.6 eV
lowest unoccupied orbital energy: 0.90 eV
HOMO-LUMO gap: 0.387 Ha
SMILES: C=CCCCCC.O
charge: 0

---

Least stable = <1>

---

<1>
Molecular formula: C4H9N2O2
Method: DFT, the ωB97M-V functional and the def2-TZVPD basis

Each line ends with the natural charge from an NBO analysis.
CARTESIAN COORDINATES (ANGSTROEM)
1 C 2.87078 -0.19605 -0.23688  0.9670
2 C -2.01983 0.31237 0.60860  -0.4733
3 C -0.81663 0.64961 -0.34043  -0.0476
4 C -0.71104 -0.52916 0.63266  -0.2788
5 N 2.55885 1.03415 -0.27806  -0.8855
6 N -0.84852 -1.97709 -0.04358  -0.7242
7 O 2.99005 -1.31416 -0.20322  -0.3740
8 O 0.12899 1.75568 -0.09957  -0.6512
9 H -1.94888 1.00964 1.42930  0.2163
10 H -2.96962 0.28662 0.05633  0.2415
11 H -0.99446 0.39747 -1.33993  0.1929
12 H 1.22507 1.47844 -0.05926  0.5231
13 H 3.26486 1.74580 -0.47318  0.4595
14 H -1.61216 -2.48034 0.32697  0.4286
15 H 0.00037 -2.51877 0.30877  0.4467
16 H -0.89199 -1.80869 -1.03123  0.4163
17 H -0.22584 2.15447 0.74271  0.5428

Output
HOMO energy: -11.6 eV
lowest unoccupied orbital energy: -3.12 eV
HOMO-LUMO gap: 0.312 Ha
charge: +1

---

<2>
Molecular formula: C4H9N2O2
Method: DFT, the ωB97M-V functional and the def2-TZVPD basis

Each line ends with the natural charge from an NBO analysis.
CARTESIAN COORDINATES (ANGSTROEM)
1 N -0.58018 -2.09205 0.81985  -0.8498
2 C 0.43118 -1.67626 -0.01598  0.8118
3 O 1.35824 -2.19271 -0.50758  -0.4942
4 N 0.36679 -0.16598 -0.14434  -0.3037
5 C -0.98042 0.27629 -0.62826  0.1177
6 O -1.89003 0.28746 0.37143  -0.6871
7 C 1.57171 0.58521 -0.68476  -0.2077
8 C 1.15746 0.66059 0.75545  -0.2088
9 H -1.45298 -1.56990 0.95003  0.4380
10 H -0.82869 -3.08171 1.11176  0.4505
11 H -0.83197 1.22907 -0.92951  0.1763
12 H -1.27836 -0.27410 -1.44861  0.2173
13 H -1.82117 1.08680 0.92610  0.5024
14 H 1.22679 1.48693 -1.18261  0.2360
15 H 2.45849 -0.01876 -1.15701  0.3087
16 H 1.60639 0.15231 1.60256  0.2689
17 H 0.58115 1.58161 0.98575  0.2235

Output
HOMO energy: -15.4 eV
lowest unoccupied orbital energy: -3.20 eV
HOMO-LUMO gap: 0.447 Ha
SMILES: NC(=O)[N+]1(CO)CC1
charge: +1

---

<3>
Molecular formula: C4H9N2O2
Method: DFT, the ωB97M-V functional and the def2-TZVPD basis

Each line ends with the natural charge from an NBO analysis.
CARTESIAN COORDINATES (ANGSTROEM)
1 C 1.63243 0.41417 0.49666  0.2825
2 C -0.59372 1.09432 -0.58978  -0.3291
3 C 0.82764 -1.33663 -0.57472  -0.2987
4 C -1.32461 0.07363 0.19006  0.6421
5 N 0.82398 1.30994 -0.16153  -0.5450
6 N 1.62501 -0.83807 0.31208  -0.4549
7 O -0.94439 -0.16709 1.49167  -0.6651
8 O -2.35429 -0.60925 -0.35097  -0.6869
9 H 2.34861 0.82101 1.18198  0.2250
10 H -0.59983 0.70825 -1.56428  0.2474
11 H -1.13301 2.13626 -0.43280  0.2517
12 H 0.57380 -2.42018 -0.69852  0.2329
13 H 0.48590 -0.82321 -1.42165  0.1963
14 H 0.95530 2.21514 0.10609  0.4102
15 H 2.23828 -1.41825 0.82612  0.4442
16 H -1.43167 -1.05666 1.81500  0.5284
17 H -3.12946 -0.10336 -0.62539  0.5191

Output
HOMO energy (spin up / spin down): -11.7 / -11.0 eV
lowest unoccupied orbital energy (spin up / spin down): -3.42 / -4.49 eV
HOMO-LUMO gap (spin up / spin down): 0.304 / 0.240 Ha
charge: +1

---

Least stable = <1>